# 1
Computed, not measured: a 2-piece molecular cluster, C17H41NO5PSi overall in a non-equilibrium geometry, with ωB97M-V/def2-TZVPD.

Positions of all 66 atoms, in Å:
C -3.4094 -2.8141 0.1134
C -3.0283 -3.7993 -1.1737
C -2.1034 -2.8800 -2.2208
O -0.7072 -3.2798 -1.9661
C 0.2343 -2.1633 -2.2004
Si 2.0362 -2.7264 -1.8227
C 2.1632 -4.5758 -1.1873
O 3.5693 -4.9637 -1.3805
C 3.7452 -6.4228 -1.4467
C 3.1294 -7.1234 -2.8070
C 3.0331 -1.5572 -0.6620
P 2.5835 -1.7607 1.1838
O 1.1804 -2.5048 1.3928
O 2.4685 -0.1137 1.8394
O 3.9064 -2.5623 2.0027
H -3.7543 -1.7877 -0.3554
H -2.4971 -2.6732 0.8369
H -4.2698 -3.3158 0.7296
H -2.3750 -4.7069 -0.8260
H -3.9669 -4.2108 -1.7386
H -2.4435 -3.2186 -3.3093
H -2.3163 -1.7310 -2.0662
H -0.0265 -1.1794 -1.6129
H 0.1427 -1.9069 -3.3625
H 2.7494 -2.7289 -3.1215
H 1.7941 -4.6371 -0.0644
H 1.3883 -5.1767 -1.8262
H 4.9234 -6.6096 -1.4950
H 3.3976 -6.9914 -0.4569
H 3.9390 -7.5081 -3.5628
H 2.4574 -8.0455 -2.4571
H 2.4350 -6.3398 -3.3770
H 4.1829 -1.8442 -0.8057
H 2.9494 -0.4315 -1.0425
H 1.6207 0.2751 1.4469
H 3.8560 -3.5701 1.8405
C 0.1517 2.3958 -1.0137
C 0.8257 3.3123 0.0001
C 0.3148 3.1776 1.4409
N -0.9042 4.0584 1.8410
C -2.0966 3.7997 0.9203
C -3.2826 4.6995 1.2431
C -2.8821 6.1672 1.1754
C -1.7078 6.4584 2.0998
C -0.5144 5.5468 1.8219
C -1.2464 3.6338 3.2841
H -0.8070 2.7818 -1.3605
H 0.7856 2.2973 -1.9028
H -0.0076 1.3911 -0.6059
H 0.8127 4.3421 -0.3634
H 1.8844 3.0186 0.0194
H 1.1199 3.4630 2.1294
H 0.0431 2.1366 1.6549
H -1.7734 4.0326 -0.0944
H -2.3577 2.7395 0.9940
H -4.0810 4.5109 0.5150
H -3.7034 4.4646 2.2257
H -3.7360 6.8002 1.4413
H -2.6055 6.4218 0.1450
H -2.0273 6.3670 3.1441
H -1.3973 7.5018 1.9685
H 0.2770 5.6944 2.5646
H -0.1133 5.7739 0.8300
H -0.3613 3.7930 3.9077
H -1.5219 2.5750 3.2738
H -2.0766 4.2311 3.6618

## Properties
LUMO level = -2.46 eV
Total charge = +1

***

# 2
Computed, not measured: C17H42Cl2F2N7O11S2Tl as an isolated structure in a non-equilibrium geometry, with ωB97M-V/def2-TZVPD.

Positions of all 84 atoms, in Å:
Tl 1.8985 -7.6388 -35.5144
N 1.2006 -8.9003 -34.2453
S 1.6463 -10.2132 -33.6551
O 0.8284 -11.3692 -33.5189
O 2.7387 -10.0854 -32.7214
F 2.4571 -10.4238 -35.0457
S -0.2211 -8.9040 -33.3163
O -0.1924 -9.2349 -31.9053
O -1.4403 -9.2413 -34.0138
F -0.3670 -7.2360 -33.1809
Cl 0.5813 -7.4777 -28.9316
C -0.3340 -7.2048 -30.4526
C -0.9672 -5.7853 -30.6565
Cl 0.4392 -4.6764 -30.8334
H -1.0524 -8.0180 -30.3496
H 0.3808 -7.4950 -31.2225
H -1.5463 -5.5649 -29.7598
H -1.6346 -5.9422 -31.5040
C -0.3195 -13.1206 -33.9350
C 1.1313 -13.4903 -33.8440
C 1.6326 -13.6819 -32.4349
O 1.3892 -14.6469 -34.5341
H -0.6924 -13.0815 -32.9115
H -0.9415 -13.9140 -34.3493
H -0.5524 -12.2340 -34.5247
H 1.7059 -12.6577 -34.2498
H 1.6223 -12.7875 -31.8120
H 2.6857 -13.9385 -32.5502
H 1.1068 -14.4926 -31.9305
H 1.3679 -14.5626 -35.4901
O 2.1727 -6.9400 -33.7830
C 2.2290 -6.7128 -32.5952
N 2.2331 -5.3778 -32.2889
C 2.2018 -7.8979 -31.5903
H 2.0724 -4.7660 -33.0762
H 1.9811 -5.0213 -31.3782
H 1.9596 -7.5866 -30.5742
H 3.0893 -8.5294 -31.6299
H 1.4481 -8.6602 -31.7881
O 3.3351 -12.0218 -32.9761
C 3.8199 -11.7687 -31.8966
N 3.1042 -11.8594 -30.7285
C 5.1221 -10.9998 -31.7918
H 2.1883 -12.2631 -30.5933
H 3.5157 -11.5838 -29.8482
H 5.2483 -10.1341 -32.4420
H 5.8563 -11.6226 -32.3028
H 5.4193 -10.6630 -30.7987
O -0.0565 -7.1786 -35.6997
C -1.1749 -6.7568 -35.5514
N -1.4491 -5.5218 -35.8633
C -2.1935 -7.6667 -34.9298
H -0.6920 -4.9717 -36.2430
H -2.3698 -5.1157 -35.9499
H -1.7910 -7.8713 -33.9377
H -2.2628 -8.6865 -35.3084
H -3.1610 -7.1794 -34.8087
O 2.9115 -9.2551 -36.0083
C 3.1523 -9.7952 -37.1059
N 4.2697 -9.7771 -37.8145
C 2.0325 -10.5312 -37.8074
H 4.5629 -10.3373 -38.6021
H 5.0625 -9.3824 -37.3289
H 1.9463 -11.4971 -37.3096
H 2.1288 -10.6789 -38.8830
H 1.0833 -10.0013 -37.7281
O -2.0904 -12.5099 -30.4073
C -1.5260 -11.6112 -30.9678
N -2.0213 -10.3549 -31.1060
C -0.1247 -11.7343 -31.4577
H -1.5702 -9.5902 -31.5875
H -2.8616 -10.2709 -30.5520
H 0.5529 -10.9731 -31.0710
H -0.1803 -11.6055 -32.5386
H 0.1692 -12.7600 -31.2347
O 0.6003 -9.0495 -36.0757
C -0.2029 -9.8174 -36.4826
N 0.1190 -11.0607 -36.7577
C -1.5534 -9.2874 -36.9283
H 1.0703 -11.2041 -36.4503
H -0.5120 -11.7616 -37.1193
H -1.8916 -9.7981 -37.8299
H -1.7909 -8.2307 -36.8056
H -2.1570 -9.7286 -36.1352

## Properties
LUMO level = -8.83 eV
Total charge = +2